1.
This record from the OMol25 dataset describes a 9-piece molecular cluster, C37H79Br2ClN2O11 overall. The level of theory is ωB97M-V/def2-TZVPD.

Properties
Total charge ... 0
E_LUMO ... 0.341 eV
SMILES ... CC[C@H](Br)[C@@](C#N)(CCCC(=O)O)[C@](Cl)(C#N)CC(=O)Br.CC(C)O.CC(C)O.CC(C)O.CC(C)O.CC(C)O.CC(C)O.CC(C)O.CC(C)O
Frontier orbital gap ... 10.32 eV
F_max ... 0.018 Eh/bohr

Atoms and positions in Å:
C (1.651, 2.077, 2.720)
C (0.779, 0.824, 2.600)
C (1.218, -0.112, 1.474)
Br (1.140, 0.883, -0.220)
C (0.452, -1.486, 1.392)
C (-0.323, -1.705, 2.637)
N (-0.921, -1.755, 3.612)
C (-0.571, -1.633, 0.241)
C (-1.772, -0.657, 0.391)
C (-3.032, -1.345, 0.952)
C (-3.640, -0.740, 2.206)
O (-4.587, -1.234, 2.751)
O (-3.053, 0.401, 2.699)
C (1.544, -2.625, 1.357)
Cl (0.744, -4.255, 1.304)
C (2.274, -2.600, 2.637)
N (2.941, -2.325, 3.526)
C (2.514, -2.529, 0.147)
C (3.981, -2.617, 0.541)
O (4.566, -3.640, 0.636)
Br (4.889, -0.935, 0.873)
H (1.420, 2.581, 3.662)
H (1.462, 2.791, 1.919)
H (2.710, 1.808, 2.771)
H (-0.268, 1.118, 2.486)
H (0.874, 0.281, 3.545)
H (2.286, -0.277, 1.624)
H (-0.095, -1.549, -0.738)
H (-0.975, -2.645, 0.283)
H (-1.985, -0.270, -0.608)
H (-1.489, 0.177, 1.026)
H (-2.834, -2.383, 1.239)
H (-3.833, -1.407, 0.211)
H (-2.696, 0.179, 3.574)
H (2.340, -3.381, -0.509)
H (2.358, -1.625, -0.445)
C (6.286, 2.555, -0.798)
C (5.798, 2.724, 0.632)
C (6.112, 4.109, 1.173)
O (6.366, 1.722, 1.476)
H (7.372, 2.679, -0.845)
H (6.049, 1.557, -1.167)
H (5.828, 3.290, -1.461)
H (4.720, 2.551, 0.669)
H (7.193, 4.275, 1.185)
H (5.750, 4.208, 2.197)
H (5.653, 4.886, 0.561)
H (7.323, 1.839, 1.476)
C (-5.944, -5.050, 0.960)
C (-6.261, -3.568, 0.856)
C (-7.753, -3.322, 0.698)
O (-5.546, -2.980, -0.237)
H (-6.259, -5.574, 0.051)
H (-4.870, -5.201, 1.074)
H (-6.445, -5.512, 1.809)
H (-5.897, -3.052, 1.744)
H (-8.123, -3.795, -0.217)
H (-7.958, -2.253, 0.628)
H (-8.310, -3.728, 1.543)
H (-5.837, -3.414, -1.047)
C (2.823, 5.912, 1.305)
C (2.408, 6.017, 2.764)
C (2.712, 7.394, 3.331)
O (3.047, 5.005, 3.539)
H (3.899, 6.075, 1.209)
H (2.598, 4.919, 0.911)
H (2.308, 6.655, 0.692)
H (1.339, 5.811, 2.851)
H (3.787, 7.595, 3.292)
H (2.406, 7.456, 4.375)
H (2.197, 8.176, 2.770)
H (3.999, 5.150, 3.496)
C (-6.015, 1.652, -3.177)
C (-5.818, 0.147, -3.094)
C (-6.961, -0.533, -2.361)
O (-4.577, -0.156, -2.455)
H (-6.056, 2.084, -2.173)
H (-5.183, 2.118, -3.706)
H (-6.942, 1.903, -3.695)
H (-5.734, -0.263, -4.103)
H (-7.012, -0.171, -1.331)
H (-6.798, -1.609, -2.318)
H (-7.922, -0.342, -2.840)
H (-4.618, 0.197, -1.559)
C (-4.785, -9.161, 0.155)
C (-4.281, -8.352, 1.340)
C (-3.177, -9.080, 2.091)
O (-5.357, -8.031, 2.220)
H (-5.206, -10.111, 0.497)
H (-5.570, -8.618, -0.371)
H (-3.979, -9.378, -0.548)
H (-3.905, -7.390, 0.987)
H (-3.550, -10.027, 2.490)
H (-2.827, -8.480, 2.932)
H (-2.329, -9.294, 1.439)
H (-5.718, -8.858, 2.557)
C (-1.044, -2.999, -5.580)
C (-1.773, -2.255, -4.471)
C (-2.366, -0.948, -4.974)
O (-0.893, -2.014, -3.375)
H (-0.219, -2.391, -5.960)
H (-0.625, -3.935, -5.206)
H (-1.715, -3.225, -6.410)
H (-2.569, -2.886, -4.072)
H (-1.572, -0.286, -5.333)
H (-2.888, -0.439, -4.164)
H (-3.067, -1.117, -5.793)
H (-0.160, -1.465, -3.682)
C (5.473, 10.557, 1.114)
C (5.082, 10.676, 2.579)
C (5.377, 12.062, 3.130)
O (5.750, 9.679, 3.353)
H (6.547, 10.725, 0.994)
H (5.250, 9.557, 0.739)
H (4.942, 11.286, 0.501)
H (4.018, 10.460, 2.687)
H (6.448, 12.274, 3.069)
H (5.085, 12.125, 4.179)
H (4.843, 12.832, 2.572)
H (6.698, 9.839, 3.281)
C (2.795, -3.470, -5.406)
C (3.174, -2.682, -4.163)
C (4.209, -3.412, -3.324)
O (2.021, -2.392, -3.366)
H (2.356, -4.432, -5.128)
H (2.057, -2.928, -5.998)
H (3.669, -3.659, -6.030)
H (3.566, -1.707, -4.455)
H (3.821, -4.375, -2.979)
H (4.441, -2.809, -2.446)
H (5.129, -3.593, -3.880)
H (1.629, -3.227, -3.083)

---

2.
This record from the OMol25 dataset describes a 6-piece molecular cluster, C37H80ClF3N4O3S overall in a non-equilibrium geometry. The level of theory is ωB97M-V/def2-TZVPD.

Properties
Total charge ... +2
E_LUMO ... -3.976 eV
Frontier orbital gap ... 7.16 eV
F_max ... 0.086 Eh/bohr

Atoms and positions in Å:
C (2.445, -3.167, -2.010)
C (1.201, -3.181, -1.229)
C (0.457, -4.613, -1.304)
N (-0.827, -4.662, -0.470)
C (-0.576, -3.989, 0.912)
C (-1.720, -4.343, 1.889)
C (-2.057, -5.824, 1.974)
C (-2.385, -6.419, 0.572)
C (-1.265, -6.189, -0.440)
C (-1.934, -3.901, -1.207)
H (3.241, -3.764, -1.566)
H (2.823, -2.145, -2.027)
H (2.281, -3.366, -3.069)
H (0.604, -2.355, -1.617)
H (1.447, -2.847, -0.221)
H (1.119, -5.417, -0.981)
H (0.084, -4.728, -2.321)
H (0.330, -4.492, 1.249)
H (-0.410, -2.925, 0.740)
H (-1.438, -3.986, 2.879)
H (-2.663, -3.833, 1.691)
H (-1.204, -6.388, 2.353)
H (-2.878, -5.994, 2.670)
H (-2.502, -7.495, 0.701)
H (-3.310, -6.005, 0.172)
H (-0.425, -6.687, 0.044)
H (-1.327, -6.563, -1.462)
H (-2.067, -4.301, -2.213)
H (-1.513, -2.899, -1.127)
H (-2.818, -3.903, -0.571)
C (-5.133, 0.722, 0.794)
C (-4.473, 1.111, 2.079)
C (-3.339, 0.136, 2.446)
N (-2.605, 0.428, 3.814)
C (-1.752, -0.822, 4.071)
C (-0.846, -0.567, 5.259)
C (0.120, 0.666, 5.092)
C (-0.695, 1.933, 4.802)
C (-1.763, 1.750, 3.652)
C (-3.700, 0.575, 4.934)
H (-5.987, 1.383, 0.643)
H (-5.485, -0.309, 0.748)
H (-4.624, 0.778, -0.168)
H (-5.193, 1.209, 2.892)
H (-4.157, 2.153, 2.044)
H (-2.518, 0.142, 1.729)
H (-3.720, -0.885, 2.492)
H (-1.229, -1.075, 3.149)
H (-2.303, -1.746, 4.246)
H (-0.379, -1.547, 5.364)
H (-1.358, -0.509, 6.219)
H (0.919, 0.611, 4.352)
H (0.590, 0.779, 6.069)
H (-0.071, 2.769, 4.487)
H (-1.280, 2.312, 5.640)
H (-1.291, 1.777, 2.670)
H (-2.436, 2.605, 3.595)
H (-4.438, -0.186, 4.680)
H (-4.215, 1.524, 4.784)
H (-3.261, 0.529, 5.930)
C (5.769, -0.924, -2.576)
C (4.980, -0.241, -1.423)
C (6.024, 0.648, -0.667)
N (5.391, 1.538, 0.417)
C (6.478, 2.496, 1.048)
C (5.820, 3.529, 1.932)
C (4.591, 4.324, 1.323)
C (3.571, 3.308, 0.818)
C (4.173, 2.308, -0.125)
C (4.880, 0.610, 1.636)
H (5.843, -0.208, -3.395)
H (5.259, -1.842, -2.866)
H (6.764, -1.249, -2.272)
H (4.563, -1.035, -0.803)
H (4.108, 0.350, -1.704)
H (6.634, 1.314, -1.277)
H (6.770, -0.025, -0.244)
H (7.069, 2.797, 0.182)
H (7.205, 1.933, 1.633)
H (6.553, 4.321, 2.087)
H (5.579, 3.166, 2.931)
H (4.974, 4.869, 0.460)
H (4.163, 5.082, 1.979)
H (2.901, 3.829, 0.134)
H (3.064, 2.819, 1.650)
H (4.509, 2.870, -0.996)
H (3.395, 1.625, -0.466)
H (5.770, 0.118, 2.026)
H (4.172, -0.064, 1.154)
H (4.478, 1.288, 2.389)
C (-3.968, 3.778, -1.809)
C (-2.631, 3.473, -1.234)
C (-2.014, 2.227, -1.914)
N (-0.911, 2.454, -2.889)
C (-0.554, 1.023, -3.387)
C (0.806, 0.896, -4.184)
C (1.943, 1.575, -3.435)
C (1.649, 3.015, -2.953)
C (0.351, 3.093, -2.163)
C (-1.272, 3.454, -4.019)
H (-3.772, 4.158, -2.812)
H (-4.473, 4.502, -1.170)
H (-4.569, 2.869, -1.767)
H (-2.803, 3.310, -0.170)
H (-1.945, 4.320, -1.209)
H (-2.754, 1.581, -2.388)
H (-1.573, 1.648, -1.103)
H (-0.553, 0.358, -2.523)
H (-1.478, 0.875, -3.946)
H (1.125, -0.142, -4.282)
H (0.737, 1.321, -5.185)
H (2.067, 0.972, -2.536)
H (2.904, 1.411, -3.922)
H (2.509, 3.397, -2.403)
H (1.650, 3.742, -3.765)
H (0.434, 2.608, -1.190)
H (0.035, 4.121, -1.984)
H (-2.223, 3.147, -4.452)
H (-0.454, 3.618, -4.721)
H (-1.570, 4.388, -3.542)
Cl (0.295, 0.123, 0.743)
C (-4.042, -1.553, -2.851)
F (-3.135, -1.506, -3.814)
F (-4.296, -2.798, -2.547)
F (-3.496, -0.991, -1.801)
S (-5.639, -0.633, -3.451)
O (-5.133, 0.531, -4.110)
O (-6.364, -1.536, -4.389)
O (-6.427, -0.249, -2.230)

---

3.
This record from the OMol25 dataset describes a 5-piece molecular cluster, C37H81N4O3 overall in a non-equilibrium geometry. The level of theory is ωB97M-V/def2-TZVPD.

Properties
Total charge ... +3
E_LUMO ... -5.405 eV
Frontier orbital gap ... 8.36 eV
F_max ... 0.124 Eh/bohr

Atoms and positions in Å:
C (9.513, -40.108, 22.688)
C (8.717, -40.343, 21.492)
C (9.387, -41.581, 20.830)
N (8.614, -42.229, 19.551)
C (8.354, -41.222, 18.383)
C (7.473, -41.967, 17.290)
C (6.215, -42.680, 17.866)
C (6.576, -43.589, 18.960)
C (7.372, -42.908, 20.025)
C (9.578, -43.303, 18.961)
H (8.944, -40.492, 23.535)
H (9.446, -39.040, 22.895)
H (10.492, -40.579, 22.765)
H (8.888, -39.503, 20.819)
H (7.662, -40.596, 21.595)
H (9.355, -42.414, 21.532)
H (10.419, -41.372, 20.548)
H (7.867, -40.362, 18.843)
H (9.324, -40.942, 17.973)
H (6.973, -41.194, 16.707)
H (7.947, -42.722, 16.663)
H (5.565, -41.875, 18.208)
H (5.681, -43.102, 17.014)
H (5.741, -44.013, 19.518)
H (7.045, -44.504, 18.597)
H (6.680, -42.193, 20.468)
H (7.685, -43.695, 20.711)
H (9.234, -43.849, 18.082)
H (9.864, -43.951, 19.789)
H (10.413, -42.693, 18.619)
C (16.476, -47.988, 17.704)
C (16.301, -48.326, 16.186)
C (15.255, -47.489, 15.349)
N (14.961, -48.169, 13.965)
C (13.520, -47.615, 13.498)
C (13.594, -46.135, 13.189)
C (14.834, -45.720, 12.305)
C (16.201, -46.396, 12.609)
C (16.136, -47.910, 12.974)
C (14.804, -49.700, 14.025)
H (17.112, -48.701, 18.228)
H (15.488, -48.022, 18.164)
H (16.845, -46.981, 17.900)
H (16.066, -49.389, 16.126)
H (17.272, -48.334, 15.691)
H (15.542, -46.438, 15.306)
H (14.292, -47.509, 15.859)
H (12.783, -47.808, 14.277)
H (13.355, -48.265, 12.638)
H (13.748, -45.649, 14.152)
H (12.670, -45.791, 12.724)
H (14.894, -44.635, 12.219)
H (14.529, -45.928, 11.279)
H (16.615, -45.747, 13.380)
H (16.834, -46.369, 11.723)
H (17.005, -48.367, 13.447)
H (15.819, -48.493, 12.109)
H (15.643, -50.304, 14.373)
H (14.407, -50.265, 13.182)
H (14.034, -49.818, 14.787)
C (12.326, -37.490, 16.392)
C (11.685, -36.281, 15.673)
C (11.186, -35.257, 16.746)
N (10.346, -34.150, 15.995)
C (10.008, -33.154, 17.187)
C (9.346, -31.888, 16.657)
C (10.267, -31.210, 15.721)
C (10.616, -32.054, 14.465)
C (11.209, -33.406, 14.866)
C (9.026, -34.694, 15.444)
H (11.779, -37.910, 17.237)
H (13.239, -37.212, 16.918)
H (12.674, -38.297, 15.748)
H (10.895, -36.685, 15.040)
H (12.443, -35.873, 15.004)
H (11.927, -34.594, 17.193)
H (10.627, -35.720, 17.559)
H (10.879, -32.881, 17.783)
H (9.315, -33.636, 17.876)
H (9.098, -31.266, 17.517)
H (8.396, -32.157, 16.196)
H (11.214, -31.005, 16.220)
H (9.883, -30.236, 15.415)
H (11.472, -31.667, 13.913)
H (9.856, -32.100, 13.685)
H (12.230, -33.388, 15.248)
H (11.090, -34.100, 14.035)
H (9.175, -35.323, 14.567)
H (8.471, -33.816, 15.115)
H (8.474, -35.306, 16.157)
C (16.861, -40.286, 16.891)
C (15.833, -40.604, 18.040)
C (15.247, -42.008, 17.948)
N (14.245, -42.418, 18.982)
C (14.904, -42.754, 20.375)
C (16.031, -43.824, 20.349)
C (15.427, -45.126, 19.836)
C (14.641, -44.962, 18.551)
C (13.628, -43.762, 18.576)
C (13.122, -41.358, 19.220)
H (17.482, -39.392, 16.945)
H (16.222, -40.135, 16.021)
H (17.564, -41.100, 16.716)
H (15.075, -39.824, 18.106)
H (16.330, -40.473, 19.001)
H (15.926, -42.842, 17.766)
H (14.650, -41.999, 17.037)
H (15.369, -41.797, 20.611)
H (14.166, -42.982, 21.145)
H (16.842, -43.398, 19.758)
H (16.347, -44.047, 21.368)
H (16.320, -45.691, 19.568)
H (14.810, -45.630, 20.580)
H (15.343, -44.814, 17.730)
H (14.158, -45.903, 18.287)
H (13.164, -43.593, 17.604)
H (12.824, -43.937, 19.291)
H (12.488, -41.674, 20.049)
H (12.586, -41.174, 18.289)
H (13.747, -40.547, 19.595)
O (12.449, -43.194, 15.075)
C (12.148, -41.980, 15.524)
O (12.866, -41.008, 15.202)
O (11.136, -41.919, 16.297)
H (13.280, -42.755, 14.877)